Density functional theory data (ωB97M-V with the def2-TZVPD basis set) for C16H18FeO7 as an isolated structure in a non-equilibrium geometry.

```
! RIJCOSX wB97M-V def2-TZVPD def2/J DEFGRID3
* xyz 0 5
C -3.633 2.729 -1.323
C -2.406 3.608 -1.192
O -1.280 2.714 -1.094
C -0.028 3.114 -1.344
C 0.960 2.049 -0.802
C 2.305 2.641 -0.505
C 3.420 2.155 -1.382
O 2.438 3.509 0.366
O 0.209 4.097 -2.030
H -4.524 3.363 -1.269
H -3.654 2.229 -2.300
H -3.718 1.971 -0.527
H -2.250 4.222 -2.079
H -2.466 4.220 -0.281
H 1.047 1.387 -1.640
H 3.250 1.110 -1.647
H 3.500 2.741 -2.309
H 4.354 2.222 -0.835
C -2.399 -2.139 2.114
O -1.087 -2.742 1.936
C -0.132 -1.976 1.195
C -0.532 -1.527 -0.078
C -0.196 -0.223 -0.622
C 0.425 0.883 0.335
C 0.972 0.243 1.543
C 0.731 -1.068 1.970
Fe 0.833 -4.083 0.766
C 1.657 -4.750 -0.660
O 2.396 -4.831 -1.585
C 0.418 -5.675 1.417
O 0.445 -6.760 1.781
C 2.438 -4.200 1.480
O 3.557 -3.951 1.728
H -2.995 -2.935 2.578
H -2.329 -1.273 2.798
H -2.871 -1.834 1.165
H -1.040 -2.203 -0.754
H 0.699 -0.347 -1.272
H -1.012 0.189 -1.252
H -0.314 1.701 0.644
H 1.598 0.926 2.148
H 1.211 -1.506 2.817
*
```

## Properties
E_tot, eV: -65595.6574
HOMO energy (alpha / beta), eV: -6.84 / -8.43
Kohn-Sham gap (alpha / beta), eV: 7.06 / 5.60

=====

Density functional theory data (ωB97M-V with the def2-TZVPD basis set) for C17H41FNO6PS2 as an isolated structure in a non-equilibrium geometry.

```
! RIJCOSX wB97M-V def2-TZVPD def2/J DEFGRID3
* xyz 0 1
C -1.207 5.301 2.966
P -1.516 3.488 2.584
O -1.794 3.373 0.910
N 0.052 2.658 2.962
C 0.945 2.844 1.763
C 2.420 2.523 2.126
C 3.451 2.861 0.996
C 2.959 2.557 -0.456
S 3.090 4.102 -1.448
O 4.458 4.134 -2.014
O 2.805 5.312 -0.651
O 2.019 4.046 -2.708
S -0.415 1.022 3.149
O -1.245 0.558 2.020
O -1.229 0.970 4.382
F 0.851 0.045 3.408
H -0.229 5.600 2.537
H -2.024 5.897 2.525
H -1.199 5.367 4.069
H -1.243 4.001 0.425
H 0.620 2.074 1.024
H 0.825 3.841 1.300
H 2.597 1.489 2.463
H 2.678 3.172 2.991
H 3.820 3.890 1.140
H 4.331 2.209 1.165
H 3.675 1.861 -0.932
H 1.969 2.074 -0.531
H 1.207 3.697 -2.314
C 0.194 -6.672 1.745
C 1.258 -5.753 1.157
C 1.741 -4.681 2.134
C 0.667 -3.694 2.599
C -0.037 -2.925 1.482
C 0.902 -2.038 0.674
H -0.713 -6.124 2.007
H -0.084 -7.441 1.022
H 0.564 -7.173 2.643
H 0.880 -5.292 0.241
H 2.118 -6.361 0.861
H 2.567 -4.130 1.672
H 2.165 -5.171 3.017
H 1.132 -2.977 3.285
H -0.085 -4.226 3.188
H -0.809 -2.295 1.931
H -0.557 -3.616 0.811
H 1.404 -1.315 1.321
H 0.340 -1.483 -0.080
H 1.665 -2.622 0.154
C -2.465 -1.120 -5.669
C -1.871 -1.441 -4.303
C -2.874 -1.301 -3.158
C -3.436 0.107 -2.953
C -2.391 1.193 -2.702
C -1.584 0.967 -1.429
H -2.796 -0.081 -5.732
H -1.721 -1.275 -6.452
H -3.319 -1.766 -5.885
H -0.997 -0.809 -4.124
H -1.506 -2.472 -4.316
H -2.400 -1.642 -2.231
H -3.711 -1.985 -3.333
H -4.132 0.081 -2.108
H -4.035 0.390 -3.824
H -2.906 2.155 -2.622
H -1.715 1.278 -3.558
H -2.236 0.915 -0.556
H -0.880 1.790 -1.274
H -1.004 0.042 -1.480
*
```

## Properties
E_tot, eV: -65744.2128
HOMO energy, eV: -9.43
Kohn-Sham gap, eV: 9.25

=====

Density functional theory data (ωB97M-V with the def2-TZVPD basis set) for a 2-piece molecular cluster, C10H10N2 overall in a non-equilibrium geometry.

```
! RIJCOSX wB97M-V def2-TZVPD def2/J DEFGRID3
* xyz 0 1
C 2.732 0.566 -1.013
C 1.894 1.366 -0.262
C 0.999 0.725 0.674
C 0.969 -0.701 0.755
C 1.948 -1.303 -0.050
C -2.049 -1.177 -0.941
C -1.505 -1.279 0.319
C -1.268 -0.108 1.048
C -1.699 1.114 0.528
C -2.293 0.985 -0.713
H 3.443 1.030 -1.803
H 1.977 2.462 -0.239
H 0.346 1.283 1.228
H 0.398 -1.227 1.508
H 2.131 -2.329 0.160
H -2.218 -2.179 -1.465
H -1.194 -2.206 0.768
H -0.644 -0.105 1.930
H -1.671 2.013 1.060
H -2.609 1.912 -1.187
N 2.814 -0.782 -0.830
N -2.502 -0.058 -1.473
*
```

## Properties
SMILES: c1ccncc1.c1ccncc1
E_tot, eV: -13509.1811
HOMO energy, eV: -8.99
Kohn-Sham gap, eV: 9.46

=====

Density functional theory data (ωB97M-V with the def2-TZVPD basis set) for an isolated molecule of C7H13NSi2 in a non-equilibrium geometry.

```
! RIJCOSX wB97M-V def2-TZVPD def2/J DEFGRID3
* xyz 0 1
C 0.211 1.804 -2.396
C -0.609 0.646 -2.398
C 1.150 2.042 -1.423
C -0.463 -0.278 -1.335
C 1.176 1.261 -0.286
C 0.324 0.180 -0.287
C 1.977 1.756 0.894
N 0.573 -0.868 0.948
Si -2.559 -2.020 1.358
Si -0.296 -2.299 1.386
H 0.076 2.473 -3.321
H -1.318 0.369 -3.080
H 1.707 2.905 -1.543
H -0.917 -1.280 -1.126
H 2.626 2.734 0.703
H 1.284 2.082 1.815
H 2.651 1.102 1.234
H 1.548 -1.054 1.027
H -3.212 -2.892 2.296
H -3.516 -1.819 0.144
H -2.636 -0.747 1.881
H 0.222 -2.586 2.881
H 0.000 -3.513 0.627
*
```

## Properties
SMILES: Cc1ccccc1N[SiH2][SiH3]
E_tot, eV: -24712.6872
HOMO energy, eV: -8.81
Kohn-Sham gap, eV: 9.56

=====

Density functional theory data (ωB97M-V with the def2-TZVPD basis set) for C6H10O as an isolated structure.

```
! RIJCOSX wB97M-V def2-TZVPD def2/J DEFGRID3
* xyz 0 1
C -1.563 -0.411 -0.298
C -0.664 -1.120 0.735
O 0.527 -1.555 0.109
C 1.305 -0.534 -0.364
C 1.713 0.571 0.542
C 0.936 1.619 0.746
C -0.830 0.695 -1.022
H -2.428 -0.012 0.243
H -1.922 -1.164 -1.008
H -0.432 -0.417 1.545
H -1.140 -2.020 1.132
H 2.067 -0.975 -1.014
H 0.456 0.229 -0.979
H 2.717 0.431 0.956
H 1.165 2.364 1.516
H -0.836 0.593 -2.111
H -1.071 1.704 -0.729
*
```

## Properties
E_tot, eV: -8425.4854
HOMO energy (alpha / beta), eV: -8.03 / -7.08
Kohn-Sham gap (alpha / beta), eV: 8.10 / 6.89

=====

Density functional theory data (ωB97M-V with the def2-TZVPD basis set) for C28H30AuBrN2O2S as an isolated structure in a non-equilibrium geometry.

```
! RIJCOSX wB97M-V def2-TZVPD def2/J DEFGRID3
* xyz 0 3
Au -0.204 -0.195 -0.720
Br 2.761 -3.256 0.544
C 4.108 -2.588 -0.566
C 5.223 -3.432 -0.761
C 6.173 -3.063 -1.703
C 6.088 -1.863 -2.371
C 5.002 -1.019 -2.163
C 3.992 -1.379 -1.303
C 2.747 -0.532 -1.208
O 2.858 0.624 -0.848
O 1.650 -1.214 -1.399
H 5.328 -4.299 -0.159
H 7.026 -3.718 -1.959
H 6.804 -1.612 -3.124
H 4.948 -0.106 -2.740
C 2.062 2.313 3.237
N 1.758 1.779 1.886
C 0.523 2.456 1.342
C 1.711 0.234 1.845
C 0.458 -0.440 2.267
C 0.311 -0.869 3.578
C -0.751 -1.644 3.925
C -1.718 -1.995 2.956
C -1.591 -1.592 1.638
C -0.477 -0.825 1.295
H 2.076 3.441 3.091
H 2.982 1.920 3.638
H 1.204 2.066 3.818
H 2.488 2.000 1.228
H -0.308 2.033 1.848
H 0.457 2.274 0.253
H 0.566 3.558 1.390
H 2.518 -0.148 2.476
H 1.995 0.013 0.827
H 1.077 -0.615 4.318
H -0.893 -1.958 4.928
H -2.568 -2.567 3.241
H -2.385 -1.929 0.952
S -1.222 -2.075 -2.648
C -2.850 -1.627 -2.274
C -3.650 -2.492 -1.502
C -4.926 -2.107 -1.159
C -5.458 -0.852 -1.593
C -4.648 -0.005 -2.314
C -3.347 -0.385 -2.663
H -3.232 -3.427 -1.154
H -5.536 -2.776 -0.617
H -6.513 -0.671 -1.423
H -5.080 0.945 -2.665
H -2.685 0.273 -3.160
C 0.126 2.340 -2.568
C -0.974 2.444 -1.583
C -1.569 3.599 -1.090
C -2.532 3.220 -0.102
C -2.486 1.839 -0.056
C -3.404 0.957 0.763
N -1.584 1.371 -0.913
H 0.503 3.349 -2.784
H -0.217 1.905 -3.520
H 0.949 1.720 -2.237
H -1.360 4.550 -1.532
H -3.289 3.872 0.353
H -4.455 1.240 0.694
H -3.117 1.017 1.838
H -3.449 -0.077 0.417
*
```

## Properties
E_tot, eV: -121164.5816
HOMO energy (alpha / beta), eV: -7.00 / -7.00
Kohn-Sham gap (alpha / beta), eV: 7.21 / 5.15

=====

Density functional theory data (ωB97M-V with the def2-TZVPD basis set) for an isolated ion of composition C8H17N3OS and charge +2 in a non-equilibrium geometry.

```
! RIJCOSX wB97M-V def2-TZVPD def2/J DEFGRID3
* xyz 2 1
C 1.896 2.917 -0.238
C 0.302 0.938 -0.102
C 1.297 -1.157 -0.738
C -2.843 -0.413 -1.546
C -2.154 -0.283 1.776
C 3.701 -1.598 0.567
C -2.269 -1.426 -0.500
C -1.373 -0.743 0.540
N 0.633 2.244 -0.264
N 2.950 2.296 -0.149
N -0.906 0.570 -0.007
O 1.425 0.127 -0.158
S 2.438 -2.339 -0.469
H 1.695 4.034 -0.419
H 0.360 -1.419 -1.395
H -3.170 0.373 -0.974
H -1.954 -0.174 -2.143
H -3.459 -0.946 -2.108
H -2.517 -1.016 2.520
H -3.074 0.234 1.469
H -1.558 0.588 2.192
H 3.306 -1.405 1.614
H 4.175 -0.646 0.261
H 4.381 -2.444 0.600
H -1.768 -2.247 -1.076
H -3.111 -1.852 0.004
H -0.399 -1.236 0.886
H -0.145 2.919 -0.135
H 3.785 2.858 -0.067
H -1.644 1.247 0.058
*
```

## Properties
E_tot, eV: -25905.1324
HOMO energy, eV: -17.55
Kohn-Sham gap, eV: 8.07

=====

Density functional theory data (ωB97M-V with the def2-TZVPD basis set) for C38H53GeN3ORuSbSi3 as an isolated structure.

```
! RIJCOSX wB97M-V def2-TZVPD def2/J DEFGRID3
* xyz 0 2
Ru 0.101 0.407 -0.178
N -1.329 1.366 2.810
C -0.219 0.566 3.054
C 0.040 0.197 4.380
C 1.161 -0.553 4.657
C 1.987 -0.943 3.609
C 1.645 -0.546 2.336
N 0.574 0.211 2.055
C -2.072 1.669 1.671
C -3.043 2.667 1.825
C -3.889 2.962 0.785
C -3.756 2.246 -0.396
C -2.758 1.302 -0.475
N -1.909 1.005 0.531
H -1.719 1.769 3.645
H -0.637 0.503 5.168
H 1.384 -0.841 5.676
H 2.875 -1.536 3.775
H 2.230 -0.825 1.472
H -3.108 3.204 2.764
H -4.641 3.733 0.893
H -4.391 2.428 -1.252
H -2.577 0.761 -1.393
C -0.304 0.013 -1.815
Ge -0.166 -1.727 -2.669
C -1.449 -2.974 -1.857
C -1.201 -4.346 -1.844
C -2.105 -5.233 -1.271
C -3.278 -4.762 -0.698
C -3.544 -3.397 -0.707
C -2.636 -2.516 -1.283
C -0.757 -1.491 -4.537
C -0.532 -2.436 -5.538
C -1.023 -2.249 -6.825
C -1.758 -1.111 -7.130
C -1.997 -0.163 -6.143
C -1.497 -0.354 -4.860
C 1.595 -2.603 -2.687
C 2.050 -3.293 -1.562
C 3.291 -3.918 -1.565
C 4.104 -3.856 -2.692
C 3.673 -3.153 -3.809
C 2.429 -2.532 -3.803
H -0.285 -4.734 -2.276
H -1.888 -6.295 -1.268
H -3.981 -5.451 -0.248
H -4.457 -3.016 -0.266
H -2.857 -1.452 -1.269
H 0.032 -3.338 -5.318
H -0.834 -2.994 -7.589
H -2.141 -0.963 -8.133
H -2.566 0.729 -6.375
H -1.653 0.406 -4.100
H 1.428 -3.337 -0.672
H 3.624 -4.457 -0.686
H 5.069 -4.347 -2.695
H 4.305 -3.086 -4.686
H 2.107 -1.991 -4.686
O -0.236 -2.811 1.013
H -1.131 -2.835 0.651
H -0.329 -2.963 1.958
C 5.884 2.393 -0.941
Si 4.756 0.911 -0.682
C 5.068 0.168 1.015
C 5.091 -0.375 -1.997
Sb 2.316 1.644 -0.825
Si 2.198 3.698 0.679
C 3.365 5.111 0.245
C 2.629 3.196 2.445
C 0.417 4.313 0.626
Si 1.974 2.700 -3.099
C 1.903 1.295 -4.334
C 0.334 3.604 -3.033
C 3.367 3.854 -3.617
H 6.924 2.051 -0.894
H 5.748 3.158 -0.175
H 5.727 2.855 -1.918
H 6.091 -0.215 1.080
H 4.388 -0.666 1.203
H 4.928 0.905 1.810
H 6.144 -0.673 -1.977
H 4.863 0.001 -2.998
H 4.480 -1.267 -1.838
H 4.388 4.903 0.565
H 3.027 6.007 0.778
H 3.382 5.347 -0.820
H 3.698 2.995 2.550
H 2.082 2.313 2.777
H 2.381 4.024 3.119
H 0.354 5.266 0.094
H 0.054 4.474 1.647
H -0.244 3.590 0.146
H 1.053 0.641 -4.128
H 2.819 0.698 -4.306
H 1.783 1.689 -5.349
H -0.360 3.075 -2.379
H -0.097 3.632 -4.039
H 0.458 4.633 -2.685
H 4.265 3.292 -3.883
H 3.635 4.582 -2.851
H 3.046 4.406 -4.507
*
```

## Properties
E_tot, eV: -136052.6299
HOMO energy (alpha / beta), eV: -4.80 / -5.92
Kohn-Sham gap (alpha / beta), eV: 5.14 / 6.25

=====

Number 5 is which compound?
C6H10O